Formula: C4H5ClF2
Source: the Open Molecules 2025 dataset
Level of theory: the ωB97M-V functional and the def2-TZVPD basis

Geometry (Å):
1 C -0.7905 0.0603 -0.5253
2 C 0.6930 -0.7817 0.6549
3 C -2.0566 0.5390 -0.0314
4 C 1.9237 -0.4507 0.0463
5 F 2.9381 -0.9797 0.6756
6 F 2.0378 -0.7204 -1.2786
7 Cl 2.1912 1.3890 0.1969
8 H -0.6194 -0.3391 -1.5483
9 H 0.6271 -0.6109 1.6467
10 H -2.0758 0.1904 0.9657
11 H -2.0521 1.7086 -0.1521
12 H -2.8165 -0.0048 -0.6503

Cartesian forces (eV/Å) of the 6 atoms listed first:
C 4.89 -2.95 0.91
C -5.23 1.73 -5.46
C -0.06 0.96 -1.42
C 0.70 1.67 -1.51
F 1.51 -1.01 0.54
F -0.14 -0.13 0.52

Calculated values
- multiplicity = 1
- charge = 0
- gap between HOMO and LUMO (alpha / beta) (hartree) = 0.3501 / 0.2778

Mulliken population analysis, charges in e, atoms 1 to 4: -0.2699 -0.7751 -0.6918 0.8532



Formula: C39H92O21S
Source: the Open Molecules 2025 dataset
Level of theory: the ωB97M-V functional and the def2-TZVPD basis

Geometry (Å):
1 O 4.3659 -2.9825 5.0638
2 S 3.6485 -4.2028 4.8134
3 O 4.1868 -5.2523 3.9972
4 O 3.3578 -4.9175 6.3693
5 C 3.1327 -6.2891 6.4098
6 C 2.7899 -6.8093 7.7588
7 C 1.9026 -3.8570 4.5177
8 H 3.8669 -6.9368 5.9307
9 H 2.1298 -6.4049 5.9990
10 H 2.2268 -7.7376 7.6629
11 H 2.1752 -6.1113 8.3271
12 H 3.7058 -6.8945 8.3435
13 H 1.3863 -4.6084 3.9202
14 H 1.9753 -2.8576 4.0886
15 H 1.4218 -3.7718 5.4922
16 C 9.5251 3.5535 1.2814
17 O 8.7109 2.7197 2.1482
18 C 9.1291 2.6114 3.4388
19 C 8.7683 3.8969 4.3023
20 O 7.3776 4.0239 4.6508
21 C 6.4459 4.5215 3.6826
22 C 5.0888 4.8835 4.3069
23 O 4.1356 3.7304 4.3351
24 C 4.4521 2.6399 5.1276
25 H 9.3644 3.2568 0.2449
26 H 10.5994 3.3892 1.3657
27 H 9.4601 4.6215 1.4893
28 H 10.1881 2.3549 3.4092
29 H 8.6676 1.6743 3.7499
30 H 8.9339 4.7568 3.6532
31 H 9.4620 4.0467 5.1296
32 H 6.2885 3.8599 2.8308
33 H 6.5954 5.5383 3.3195
34 H 4.5790 5.7845 3.9659
35 H 5.3415 5.0251 5.3577
36 H 5.0781 3.0291 5.9306
37 H 5.1770 2.0628 4.5536
38 H 3.5420 2.2212 5.5572
39 C 2.1411 0.8378 0.2044
40 O 0.7988 0.3866 0.4034
41 C 0.2550 0.6676 1.7358
42 C -1.1616 0.1556 1.8832
43 O -1.2801 -1.2146 1.6950
44 C -1.9272 -1.6598 0.5167
45 C -2.0383 -3.1529 0.4179
46 O -0.7116 -3.5576 -0.0352
47 C -0.4493 -3.7073 -1.4509
48 H 2.5704 1.7133 0.6916
49 H 2.2615 0.9506 -0.8730
50 H 2.6792 -0.0101 0.6282
51 H 0.2031 1.7388 1.9309
52 H 0.8428 0.2319 2.5438
53 H -1.8501 0.6518 1.1993
54 H -1.5269 0.3181 2.8972
55 H -1.3416 -1.2395 -0.3010
56 H -2.9229 -1.2864 0.2772
57 H -2.7595 -3.4280 -0.3516
58 H -2.1932 -3.6268 1.3872
59 H -1.2313 -3.3900 -2.1407
60 H -0.4098 -4.7889 -1.5801
61 H 0.5671 -3.3531 -1.6230
62 C -13.6325 -1.1932 2.9150
63 O -12.2758 -1.0060 3.3038
64 C -12.1490 -1.4102 4.7220
65 C -11.0166 -0.8095 5.3647
66 O -9.8242 -1.2231 4.7008
67 C -9.4074 -0.3243 3.6950
68 C -8.0197 -0.5680 3.0360
69 O -6.8066 -0.4806 3.7660
70 C -6.6980 -1.5523 4.6211
71 H -13.6892 -0.8331 1.8878
72 H -14.3850 -0.6170 3.4535
73 H -13.9456 -2.2362 2.9633
74 H -11.9813 -2.4864 4.7640
75 H -13.0750 -1.1855 5.2514
76 H -10.8953 -1.0559 6.4196
77 H -11.0940 0.2777 5.3807
78 H -9.4216 0.7115 4.0341
79 H -10.1296 -0.3069 2.8787
80 H -7.9769 0.1870 2.2509
81 H -8.0970 -1.4756 2.4374
82 H -7.4549 -1.5942 5.4044
83 H -5.7419 -1.4104 5.1250
84 H -6.7203 -2.5009 4.0848
85 C -5.4709 -9.5065 -2.8297
86 O -6.5808 -8.5815 -2.9795
87 C -7.3785 -8.5585 -1.8222
88 C -6.9130 -7.7214 -0.6060
89 O -5.8837 -8.4804 0.1069
90 C -6.2477 -9.7715 0.8271
91 C -5.1701 -10.3021 1.8051
92 O -3.8638 -10.6613 1.2759
93 C -3.0621 -9.5544 0.7644
94 H -4.6416 -9.1296 -2.2311
95 H -5.1828 -9.6626 -3.8693
96 H -5.6636 -10.4564 -2.3311
97 H -7.6654 -9.5838 -1.5885
98 H -8.3333 -8.1656 -2.1716
99 H -7.7182 -7.4821 0.0886
100 H -6.5660 -6.7122 -0.8276
101 H -6.3569 -10.4968 0.0209
102 H -7.1970 -9.6595 1.3509
103 H -5.6187 -11.2260 2.1701
104 H -5.1422 -9.4436 2.4762
105 H -3.2470 -8.6723 1.3775
106 H -3.5607 -9.2068 -0.1403
107 H -2.0542 -9.9147 0.5581
108 C 6.1068 6.3818 -3.0710
109 O 5.8027 7.6992 -3.3250
110 C 6.6409 8.7178 -2.7779
111 C 6.9285 9.9016 -3.6614
112 O 5.8182 10.7461 -3.4733
113 C 5.8960 12.1461 -3.8908
114 C 4.4567 12.6519 -4.3305
115 O 4.3205 14.0869 -4.2063
116 C 2.9187 14.4852 -4.7589
117 H 5.5519 5.7909 -3.7998
118 H 5.7610 6.1186 -2.0714
119 H 7.0901 6.0798 -3.4315
120 H 7.5102 8.1141 -2.5172
121 H 6.1919 9.0090 -1.8283
122 H 6.9891 9.6422 -4.7184
123 H 7.8837 10.3593 -3.4040
124 H 6.4554 12.1013 -4.8252
125 H 6.4341 12.7358 -3.1486
126 H 3.6496 12.0901 -3.8602
127 H 4.2482 12.3403 -5.3540
128 H 2.6831 13.9228 -5.6624
129 H 2.7980 15.5485 -4.9662
130 H 2.2154 14.0909 -4.0254
131 C -1.6371 0.2498 -5.6472
132 O -0.9669 -0.8189 -6.3671
133 C -0.1660 -0.3050 -7.4405
134 C 1.2597 -0.0484 -7.0825
135 O 2.0460 -0.1102 -8.2525
136 C 2.1815 1.0057 -9.0166
137 C 3.3518 1.9468 -8.5471
138 O 4.5775 1.2483 -8.1628
139 C 5.3818 0.6675 -9.1686
140 H -2.1845 0.8054 -6.4087
141 H -0.9623 0.8577 -5.0445
142 H -2.4246 -0.2398 -5.0744
143 H -0.6184 0.5425 -7.9554
144 H -0.1383 -1.1113 -8.1734
145 H 1.5813 -0.7681 -6.3296
146 H 1.3296 0.9116 -6.5711
147 H 1.2326 1.5400 -9.0640
148 H 2.4591 0.5794 -9.9806
149 H 3.0641 2.4000 -7.5984
150 H 3.7759 2.6610 -9.2530
151 H 4.7797 0.0235 -9.8096
152 H 6.0851 0.0473 -8.6129
153 H 5.8985 1.3916 -9.7985

Cartesian forces (eV/Å) of the 6 atoms listed first:
O -0.76 -0.93 -0.23
S -0.60 -1.65 2.81
O -0.29 0.68 -0.09
O 2.03 2.14 -1.15
C -2.34 -0.97 -0.87
C 0.99 0.62 1.71

Calculated values
- multiplicity = 1
- charge = 0
- SMILES = CCOS(C)(=O)=O.COCCOCCOC.COCCOCCOC.COCCOCCOC.COCCOCCOC.COCCOCCOC.COCCOCCOC
- gap between HOMO and LUMO (hartree) = 0.3518

Mulliken population analysis, charges in e, atoms 1 to 4: -0.5722 1.1927 -0.6093 -0.3886



Formula: C21H33BF2InO2
Source: the Open Molecules 2025 dataset
Level of theory: the ωB97M-V functional and the def2-TZVPD basis

Geometry (Å):
1 C 4.2687 0.3603 1.4245
2 C 2.8118 -0.0833 1.2795
3 C 1.8768 0.5180 2.3322
4 C 0.4053 0.4430 1.9360
5 In -0.1188 1.8037 0.2320
6 C -0.8077 0.5392 -1.4595
7 C -1.6557 -0.6581 -0.9916
8 C 1.7583 2.9383 -0.2536
9 O 2.3297 2.5524 -1.5157
10 C 3.5892 3.0997 -1.7924
11 B -1.8617 3.2011 0.8953
12 C -2.8727 2.7995 2.0441
13 O -2.1655 4.4293 0.3264
14 H 4.4685 1.2575 0.8355
15 H 4.9780 -0.4059 1.1017
16 H 4.5047 0.5981 2.4662
17 H 2.7505 -1.1757 1.3351
18 H 2.4336 0.1921 0.2895
19 H 2.0711 -0.0144 3.2798
20 H 2.1912 1.5551 2.5081
21 H 0.1775 -0.5906 1.6547
22 H -0.2307 0.6990 2.7896
23 H -1.3995 1.1542 -2.1461
24 H 0.0468 0.1962 -2.0505
25 H -1.5126 -1.5513 -1.6097
26 H -2.7240 -0.4206 -1.0327
27 H -1.4498 -0.9598 0.0398
28 H 2.5016 2.7620 0.5398
29 H 1.5807 4.0276 -0.2648
30 H 3.5946 3.5333 -2.8000
31 H 3.8552 3.8859 -1.0765
32 H 4.3676 2.3255 -1.7530
33 H -3.6697 3.5294 2.2296
34 H -2.3086 2.6448 2.9714
35 H -3.3256 1.8270 1.8224
36 H -1.5170 4.6389 -0.3584
37 F -3.4095 -1.7356 -3.4728
38 C -3.8464 -0.7673 -4.2942
39 C -3.2830 -0.6547 -5.5498
40 C -3.7390 0.3526 -6.3875
41 C -4.7341 1.2240 -5.9671
42 C -5.2749 1.0887 -4.6957
43 C -4.8334 0.0871 -3.8440
44 H -2.4977 -1.3364 -5.8451
45 H -3.3041 0.4609 -7.3729
46 H -5.0780 2.0129 -6.6226
47 H -6.0395 1.7750 -4.3554
48 H -5.2231 -0.0300 -2.8425
49 F 0.4294 -3.0710 2.0912
50 C 1.1423 -3.7963 2.9621
51 C 1.9491 -4.8116 2.4858
52 C 2.6845 -5.5522 3.4001
53 C 2.6098 -5.2734 4.7578
54 C 1.7939 -4.2421 5.2042
55 C 1.0504 -3.4906 4.3066
56 H 1.9928 -5.0019 1.4224
57 H 3.3242 -6.3501 3.0449
58 H 3.1893 -5.8529 5.4642
59 H 1.7377 -4.0142 6.2610
60 H 0.4173 -2.6723 4.6206

Cartesian forces (eV/Å) of the 6 atoms listed first:
C 0.07 0.02 0.05
C -0.12 -0.04 -0.08
C 0.17 -0.09 0.12
C 0.13 0.07 -0.15
In -0.15 0.05 0.06
C -0.04 -0.05 -0.11

Calculated values
- multiplicity = 1
- charge = -1
- gap between HOMO and LUMO (hartree) = 0.2335

Mulliken population analysis, charges in e, atoms 1 to 4: -1.3812 0.1807 -0.7619 -0.9533



Formula: C10H26CrN3O6
Source: the Open Molecules 2025 dataset
Level of theory: the ωB97M-V functional and the def2-TZVPD basis

Geometry (Å):
1 Cr 1.9366 -0.5088 0.6765
2 O 2.3164 0.0175 2.4964
3 H 2.3924 0.2335 3.4461
4 O 3.6032 -0.2757 -0.3723
5 H 3.6751 -1.0309 -0.9879
6 C 1.8612 -4.0694 0.7871
7 O 1.9406 -2.6359 0.8792
8 H 0.8672 -4.5162 0.7686
9 H 2.3883 -4.5048 -0.0619
10 H 2.4157 -4.5386 1.5998
11 C 1.1775 2.6578 0.1034
12 O 1.6114 1.5111 0.1580
13 N 0.0520 3.0500 -0.5351
14 C -0.3532 4.4668 -0.3358
15 C -0.6888 2.1290 -1.3778
16 H 1.7044 3.5456 0.4859
17 H 0.5252 5.0630 -0.0886
18 H -0.9549 4.6904 0.5452
19 H -0.8407 4.7997 -1.2521
20 H -1.7588 2.3326 -1.4190
21 H -0.3221 2.4152 -2.3636
22 H -0.6023 1.0736 -1.1195
23 C 0.9981 -1.1097 -2.5859
24 O 1.1350 -0.8105 -1.4074
25 N -0.2175 -1.2801 -3.1708
26 C -0.3786 -1.4612 -4.5500
27 C -1.4302 -1.4106 -2.3646
28 H 1.8581 -1.2380 -3.2612
29 H -0.7197 -2.4293 -4.9171
30 H 0.5037 -1.2006 -5.1346
31 H -1.1595 -0.8047 -4.9339
32 H -2.1762 -2.1657 -2.6123
33 H -1.2560 -1.4994 -1.2922
34 H -2.0224 -0.5075 -2.5120
35 C -1.1217 -0.7592 1.7700
36 O -0.1752 -0.4219 1.0304
37 N -1.4564 -0.0784 2.8468
38 C -2.6403 -0.4114 3.6680
39 C -0.7180 1.0371 3.3951
40 H -1.7744 -1.6204 1.5590
41 H -3.4053 0.3617 3.5965
42 H -2.3807 -0.6427 4.7011
43 H -3.0334 -1.3633 3.3108
44 H -0.1023 0.5603 4.1577
45 H -0.0304 1.5411 2.7159
46 H -1.2432 1.8087 3.9580

Cartesian forces (eV/Å) of the 6 atoms listed first:
Cr 2.09 -1.90 -0.06
O -0.30 0.28 -0.23
H -0.03 -0.59 -1.44
O -1.22 -0.62 0.74
H -0.06 0.39 0.68
C 0.98 1.88 0.14

Calculated values
- multiplicity = 4
- charge = 0
- gap between HOMO and LUMO (alpha / beta) (hartree) = 0.2580 / 0.2562

Mulliken population analysis, charges in e, atoms 1 to 4: 0.6981 -0.9009 0.1806 -0.6168